# 1
Formula: C4H7NS
Source: OMol25
Level of theory: ωB97M-V with the def2-TZVPD basis set

```
13
Properties=species:S:1:pos:R:3:forces:R:3
C 1.938937 -1.027282 -0.068369 0.728 -0.315 1.350
C 0.702948 -0.231769 -0.001594 -0.089 0.068 0.403
C -1.711544 -0.760841 -0.046627 -1.435 -0.032 0.242
C -2.286532 0.450482 -0.004060 -0.626 -0.314 -0.170
H 1.797374 -1.799455 -0.784596 0.325 -0.721 -0.879
H 2.819456 -0.419921 -0.230916 -0.021 -0.013 -0.260
H 2.062371 -1.531696 0.911227 0.058 0.176 -0.360
H -0.236387 -1.972840 0.118092 1.112 -3.168 0.029
H -2.261619 -1.736809 -0.129858 0.226 1.310 -0.580
H -3.291802 0.617674 -0.425553 0.424 -0.419 0.722
H -1.791735 1.294070 0.456160 0.116 -0.028 -0.618
N -0.370327 -1.035070 0.128642 -0.788 2.692 0.227
S 0.726986 1.388183 -0.005697 -0.030 0.765 -0.105
```
Positions in Å, forces in eV/Å.

## Properties
Lowest unoccupied orbital energy in eV: 0.56
Structure (SMILES): C=CNC(C)=S
HOMO level in eV: -8.15
Net charge: 0
E_tot in eV: -16585.697
Energy above the lowest of the compared OMol25 structures with the same formula, charge and spin in eV: 1.2347
Frontier orbital gap in eV: 8.712
Multiplicity: 1

Atom charges from the Löwdin analysis, given in e for atoms 1 to 4: -0.12, -0.88, -0.20, -0.01

***

# 2
Formula: C38H33Cl2F6N4ORuS7Sb
Source: OMol25
Level of theory: ωB97M-V with the def2-TZVPD basis set

```
93
Properties=species:S:1:pos:R:3:forces:R:3
Ru 0.375987 0.080464 -0.106741 3.253 -2.237 -0.461
S 5.047127 -3.645389 0.612240 -0.026 -0.066 0.048
C 6.600291 -4.324752 0.496497 0.056 -0.009 0.003
C 7.549275 -3.399577 0.168681 -0.069 -0.011 0.035
C 6.997918 -2.109450 0.017529 0.001 -0.023 0.000
C 5.640403 -2.079365 0.230018 0.077 0.090 -0.062
C 4.779522 -0.903531 0.144432 0.085 0.217 -0.013
C 3.371003 -1.024786 0.079277 -0.083 0.219 -0.031
N 2.558899 0.022171 0.002520 -0.212 0.348 0.147
C 3.109709 1.261521 -0.031340 0.339 -0.547 0.058
C 4.479112 1.491873 0.031694 0.187 -0.046 -0.004
C 4.953136 2.851513 0.008654 -0.048 -0.006 0.004
C 4.091415 3.888260 -0.065859 -0.073 -0.011 0.007
C 2.671168 3.658201 -0.136497 0.143 0.328 -0.008
C 1.714037 4.676752 -0.227298 -0.056 0.029 -0.063
C 0.366253 4.371543 -0.326498 0.262 -0.238 0.031
C 0.007765 3.010686 -0.308491 0.603 0.119 0.036
N 0.904895 2.035386 -0.211466 -1.684 0.549 -0.237
C 2.220469 2.342750 -0.130294 -0.708 0.222 -0.009
C -0.681379 5.384963 -0.441565 0.012 0.011 -0.017
C -1.976056 5.200591 -0.853907 0.026 -0.035 -0.076
C -2.731258 6.396606 -0.846079 -0.013 0.133 0.097
C -1.996340 7.466113 -0.426260 -0.085 0.055 -0.008
S -0.392585 7.031741 -0.048671 -0.100 -0.028 0.042
C 5.315149 0.373895 0.127191 -0.030 -0.056 0.050
H 6.739681 -5.379389 0.671909 -0.016 0.000 0.001
H 8.594475 -3.634159 0.039812 0.007 -0.003 -0.009
H 7.586314 -1.245918 -0.257991 -0.011 -0.006 -0.015
H 2.911025 -2.002186 0.089987 0.008 0.047 -0.043
H 6.020261 3.024338 0.052664 0.010 0.012 0.010
H 4.450789 4.908460 -0.079005 0.017 0.009 -0.002
H 2.045811 5.708436 -0.240086 0.007 0.009 -0.019
H -1.031971 2.708021 -0.372614 0.341 0.025 0.019
H -2.365630 4.251797 -1.195550 0.094 0.062 -0.076
H -3.765042 6.467355 -1.150175 -0.023 0.041 -0.063
H -2.311128 8.492952 -0.332179 -0.005 0.003 -0.004
H 6.383951 0.520819 0.206883 0.009 -0.009 -0.009
C -2.181687 3.654787 2.408715 0.043 -0.101 0.106
S -3.924305 4.036228 2.662436 -0.337 -0.001 -0.944
C -4.731058 3.862024 1.154304 -0.434 1.494 2.197
C -4.445745 3.021969 0.043584 1.151 -1.926 -1.698
S -3.263936 1.849374 -0.080813 -1.376 0.996 0.461
S -5.550028 3.226871 -1.288385 0.115 -0.178 -0.218
C -6.655773 4.358847 -0.567962 -0.383 -0.026 -0.460
S -7.968275 4.966825 -1.273659 0.409 -0.154 0.289
S -6.151834 4.824231 1.041888 0.557 -0.200 0.502
H -1.719516 3.976817 3.341933 -0.035 -0.009 0.023
H -1.794496 4.250707 1.586461 -0.065 0.061 -0.070
H -2.012429 2.599756 2.244207 0.026 -0.104 0.051
N -2.823207 -2.562485 -0.501019 -0.538 -0.342 0.319
C -3.181378 -2.052265 0.727893 -0.229 -0.374 -0.133
C -2.337553 -1.026021 0.964126 0.132 0.043 -0.469
N -1.467053 -0.909093 -0.111434 -1.114 0.579 -0.170
C -1.802114 -1.863259 -0.974135 0.382 0.744 0.314
H -3.183140 -3.403787 -0.925790 0.019 0.026 0.062
H -3.968277 -2.479592 1.321809 -0.015 -0.036 -0.018
H -2.291205 -0.367995 1.808320 0.090 -0.018 0.104
H -1.308482 -2.087178 -1.902400 0.038 0.008 0.047
C 1.556179 -0.526130 8.300082 -0.041 -0.022 0.057
C 1.371573 -0.464842 6.817415 0.037 -0.010 -0.134
C 2.365391 -0.925313 5.954243 -0.104 0.068 0.231
C 2.201541 -0.905322 4.586360 -0.256 0.109 -0.126
C 3.318181 -1.429978 3.718434 -0.022 -0.031 -0.032
C 0.993043 -0.362746 4.050659 0.018 -0.063 0.740
C 0.921991 -0.384746 2.639530 -0.990 0.580 -1.295
O 0.145322 0.295520 1.891909 0.855 -0.616 1.351
C -0.034291 0.103287 4.920381 0.344 -0.106 -0.181
C -1.384893 0.584079 4.465141 -0.062 -0.017 -0.001
C 0.183543 0.034098 6.278786 0.120 -0.021 0.080
H 2.591062 -0.723460 8.569612 0.003 0.005 0.004
H 0.939563 -1.326019 8.716219 0.013 -0.002 0.008
H 1.237447 0.403552 8.771130 0.013 0.005 0.010
H 3.286846 -1.313112 6.369433 0.005 -0.002 0.020
H 4.177353 -1.680197 4.335660 0.011 -0.009 0.020
H 3.648033 -0.695219 2.980369 0.008 -0.015 0.026
H 3.019017 -2.339287 3.188467 0.009 0.047 0.001
H 1.607495 -1.072070 2.146036 -0.003 0.102 -0.090
H -1.439777 0.758770 3.400685 0.072 0.001 -0.119
H -1.643241 1.508289 4.981575 -0.004 0.040 0.069
H -2.141657 -0.154889 4.736589 -0.006 -0.007 -0.010
H -0.597661 0.369237 6.951104 -0.006 0.007 0.037
F 0.874253 -2.214524 0.225134 -0.423 0.081 -0.107
Sb 0.804590 -4.183849 0.343844 0.003 0.227 0.009
F -0.683496 -3.906730 1.457780 -0.125 -0.056 0.119
F -0.379574 -4.180190 -1.130133 -0.046 -0.084 -0.096
F 0.836721 -6.030952 0.519629 -0.061 -0.056 -0.004
F 2.237337 -4.108368 -0.867297 0.132 -0.042 -0.007
F 1.970144 -3.908428 1.802383 0.075 -0.024 0.068
Cl -1.499463 1.186655 -2.763472 -0.144 0.060 -0.329
C -0.354598 0.178907 -3.611002 0.462 -0.148 0.123
Cl 0.945434 -0.416000 -2.473424 -0.572 0.305 -0.119
H 0.156031 0.746892 -4.380034 -0.039 -0.010 0.011
H -0.850318 -0.698350 -4.010430 -0.008 0.029 0.008
```
Positions in Å, forces in eV/Å.

## Properties
Lowest unoccupied orbital energy (alpha / beta) in eV: -8.93 / -8.93
HOMO level (alpha / beta) in eV: -12.07 / -12.07
Net charge: +2
E_tot in eV: -174256.004
Energy above the lowest of the compared OMol25 structures with the same formula, charge and spin in eV: 0.7482
Frontier orbital gap (alpha / beta) in eV: 3.135 / 3.135
Multiplicity: 1

Atom charges from the Löwdin analysis, given in e for atoms 1 to 4: 1.02, 1.10, -0.38, -0.16

***

# 3
Formula: C27H67F6GeNNaO4S2Si6
Source: OMol25
Level of theory: ωB97M-V with the def2-TZVPD basis set

```
115
Properties=species:S:1:pos:R:3:forces:R:3
Na -0.005881 -0.747145 0.273518 -0.718 0.926 0.283
C 2.327687 2.588821 1.834965 0.060 0.093 0.106
Si 2.343697 0.744442 2.227982 -0.117 -0.115 -0.182
C 2.324843 0.482864 4.126521 0.100 0.029 0.090
C 1.164619 1.290320 4.722762 -0.016 0.027 0.053
C 3.636432 0.983574 4.751273 -0.009 -0.003 0.057
C 2.133034 -0.989760 4.507702 -0.039 -0.013 0.032
C 3.845888 -0.010780 1.295716 0.157 0.143 -0.004
C 3.502909 -0.025121 -0.199672 -0.005 -0.017 -0.058
C 5.099615 0.863058 1.474164 0.042 -0.031 -0.042
C 4.164082 -1.440450 1.735031 0.039 -0.029 0.027
H 3.225803 3.070634 2.245483 -0.096 0.020 -0.034
H 1.447380 3.080623 2.251179 0.041 -0.026 -0.033
H 2.313753 2.762848 0.755509 0.009 -0.037 0.048
H 1.265603 2.362808 4.529316 0.002 -0.060 -0.008
H 1.154488 1.149564 5.812571 -0.011 0.017 -0.041
H 0.196671 0.962294 4.336358 0.077 0.031 -0.007
H 3.839207 2.031294 4.506623 -0.011 -0.046 -0.011
H 4.493371 0.384870 4.432381 -0.028 0.019 0.000
H 3.573639 0.907107 5.846515 0.003 0.010 -0.043
H 1.232892 -1.415650 4.060567 -0.005 0.029 -0.024
H 2.033179 -1.072216 5.599088 0.016 -0.001 -0.047
H 2.979597 -1.606765 4.204584 -0.009 0.005 -0.002
H 3.219525 0.962856 -0.577121 0.030 -0.146 0.075
H 2.699773 -0.728604 -0.424168 -0.025 0.021 0.032
H 4.372192 -0.366290 -0.777166 -0.022 0.040 0.023
H 4.936003 1.887093 1.127551 -0.006 -0.049 0.009
H 5.921062 0.444410 0.875747 -0.029 0.011 0.034
H 5.437855 0.905203 2.512639 -0.030 0.010 -0.029
H 3.272206 -2.069870 1.755183 0.019 0.006 -0.023
H 4.621854 -1.462411 2.728993 -0.037 -0.009 -0.030
H 4.872371 -1.895651 1.030946 -0.026 0.012 0.042
C -1.215629 4.456007 -3.717644 -0.055 0.085 0.011
Si -1.409997 3.617079 -2.021293 -0.061 -0.093 -0.002
C -0.237029 4.621424 -0.922164 0.034 0.011 0.052
C -3.159905 4.054106 -1.441663 -0.034 0.091 -0.021
Ge -1.062731 1.261717 -1.878186 0.378 -0.023 -0.044
Si -2.724347 0.431191 -3.364557 0.003 0.072 0.068
C -2.209095 -1.254504 -4.051346 -0.003 -0.033 -0.034
C -3.191449 1.484474 -4.876478 -0.077 -0.024 -0.022
C -4.360305 0.152380 -2.453336 -0.038 -0.046 -0.072
Si 0.782324 1.170468 -3.407110 -0.100 0.004 0.040
C 1.539829 -0.559269 -3.424595 0.056 -0.091 -0.029
C 0.526347 1.532915 -5.258613 0.038 0.000 -0.051
C 2.154260 2.378304 -2.878670 0.051 0.028 0.009
H -1.444372 5.524757 -3.611606 0.006 -0.037 -0.043
H -1.883415 4.034835 -4.473335 0.037 -0.004 0.043
H -0.190302 4.370380 -4.088322 -0.037 -0.007 0.027
H -0.502701 5.685159 -0.965578 0.019 -0.038 -0.005
H 0.797778 4.518391 -1.262398 -0.030 -0.004 0.024
H -0.281581 4.302455 0.122323 0.001 0.009 -0.058
H -3.317987 5.139758 -1.457732 -0.023 -0.048 0.011
H -3.329766 3.695337 -0.422652 0.022 -0.001 -0.037
H -3.912955 3.589129 -2.085844 0.026 0.014 0.027
H -1.480867 -1.147615 -4.862086 -0.017 -0.007 0.055
H -3.077840 -1.791856 -4.449016 0.041 0.018 -0.004
H -1.754868 -1.879232 -3.276775 -0.028 0.012 -0.025
H -2.318904 1.756066 -5.475666 -0.046 -0.014 0.041
H -3.694268 2.406882 -4.568575 0.035 -0.025 -0.012
H -3.886342 0.919881 -5.511446 0.025 0.046 0.004
H -4.251990 -0.635530 -1.703163 -0.001 0.021 -0.013
H -5.140931 -0.152916 -3.161087 0.004 0.001 0.051
H -4.696153 1.054135 -1.934369 0.010 -0.009 -0.024
H 0.869288 -1.248478 -3.948636 0.055 0.058 0.051
H 1.702436 -0.974760 -2.426677 -0.006 0.034 -0.039
H 2.506881 -0.572636 -3.943038 -0.065 -0.009 -0.005
H -0.158353 0.806392 -5.707712 0.042 0.031 0.036
H 1.488155 1.450821 -5.781388 -0.046 0.010 0.004
H 0.121308 2.531157 -5.441676 0.010 -0.039 0.019
H 2.301762 2.369279 -1.793715 -0.035 0.023 -0.122
H 1.902043 3.404329 -3.165098 -0.004 -0.035 0.009
H 3.105974 2.118087 -3.357795 -0.030 0.023 0.034
F 0.817360 -5.815239 1.005851 -0.024 0.012 -0.021
C 1.814995 -4.951918 0.834014 -0.049 -0.020 0.072
F 2.934868 -5.628345 0.595726 0.009 -0.057 -0.020
F 1.982067 -4.282304 1.980538 0.081 0.049 0.052
S 1.465985 -3.734296 -0.541664 0.146 -0.054 -0.088
O 0.860444 -2.619848 0.150272 0.333 -0.716 -0.088
O 2.754567 -3.519582 -1.135214 -0.018 0.000 -0.049
N 0.374007 -4.377750 -1.458626 0.142 -0.150 -0.071
S 0.660130 -5.639336 -2.383142 -0.206 0.317 0.114
O -0.586459 -6.040365 -2.958055 0.043 -0.119 -0.034
O 1.532799 -6.616341 -1.797442 -0.012 -0.121 0.056
C 1.639324 -4.994529 -3.834372 -0.004 0.058 0.051
F 2.942110 -5.219296 -3.670379 0.035 0.072 -0.017
F 1.251614 -5.645158 -4.939567 0.019 -0.038 -0.079
F 1.446993 -3.693927 -4.028196 -0.005 -0.061 -0.033
C -3.236525 1.398415 4.205968 0.055 -0.063 -0.006
Si -2.394915 0.984107 2.537159 -0.003 0.089 0.077
C -3.814146 0.946329 1.287121 -0.069 0.009 0.004
C -1.403940 2.556460 2.160566 -0.003 -0.035 -0.038
C -1.449513 -0.556929 2.524613 0.115 -0.071 -0.144
Si -2.342760 -2.115633 2.267667 0.025 -0.140 0.031
C -2.740570 -2.418676 0.421667 0.145 0.244 0.067
C -1.332223 -3.589416 2.912533 -0.019 0.104 -0.024
C -4.018573 -2.300853 3.164910 -0.024 0.037 0.010
H -3.837025 2.313720 4.154954 0.008 -0.005 -0.015
H -2.484115 1.531834 4.992450 -0.035 -0.013 -0.030
H -3.888225 0.572345 4.508588 0.012 0.040 0.007
H -4.187599 1.958648 1.098000 0.006 -0.023 0.037
H -4.657446 0.349191 1.652210 0.076 0.018 -0.067
H -3.492454 0.536577 0.327687 0.013 0.006 -0.003
H -2.066770 3.425374 2.071233 0.028 -0.023 0.022
H -0.869185 2.440273 1.212993 -0.005 0.002 0.048
H -0.675675 2.767896 2.950383 -0.034 -0.003 -0.034
H -0.678204 -0.647691 3.295692 -0.128 0.010 0.037
H -2.322425 -1.572373 -0.143718 -0.186 -0.185 -0.089
H -3.813501 -2.438377 0.210598 0.008 -0.016 0.028
H -2.295861 -3.335215 0.024764 0.009 0.005 0.029
H -0.477290 -3.789608 2.266381 -0.007 0.032 0.009
H -1.932123 -4.503047 2.969530 0.001 0.022 -0.016
H -0.945930 -3.369460 3.914181 -0.043 -0.029 -0.030
H -4.701285 -1.479363 2.924437 0.043 -0.058 0.020
H -3.870476 -2.302498 4.250623 -0.006 0.002 -0.043
H -4.511704 -3.238266 2.883043 0.016 0.006 0.019
```
Positions in Å, forces in eV/Å.

## Properties
Lowest unoccupied orbital energy (alpha / beta) in eV: 3.64 / 3.64
HOMO level (alpha / beta) in eV: -1.82 / -1.73
Net charge: -2
E_tot in eV: -184946.393
Energy above the lowest of the compared OMol25 structures with the same formula, charge and spin in eV: 0.0000
⟨S²⟩: 0.753
Frontier orbital gap (alpha / beta) in eV: 5.460 / 5.371
Multiplicity: 2

Atom charges from the Löwdin analysis, given in e for atoms 1 to 4: 0.09, -0.19, 0.87, -0.65